Record 1
{
  "formula": "C16H38AuClO3SSiV",
  "method": "wB97M-V/def2-TZVPD",
  "elements": ["V", "Cl", "C", "C", "H", "H", "H", "H", "H", "H", "Au", "C", "C", "H", "H", "H", "H", "H", "C", "C", "C", "C", "O", "Si", "S", "O", "C", "C", "C", "C", "O", "C", "C", "C", "C", "H", "H", "H", "H", "H", "H", "H", "H", "H", "H", "H", "H", "H", "H", "H", "H", "H", "H", "H", "H", "H", "H", "H", "H", "H", "H", "H"],
  "xyz": [[0.595, -0.023, -6.256], [0.812, 1.818, -5.113], [-0.856, 0.145, -7.732], [2.388, -0.588, -7.146], [-0.672, -0.509, -8.598], [-1.822, -0.122, -7.274], [-0.892, 1.193, -8.074], [2.263, -1.182, -8.065], [2.940, -1.185, -6.402], [2.965, 0.322, -7.383], [-0.914, -0.343, -2.066], [-1.771, 1.476, -2.790], [-0.478, -2.260, -2.041], [-2.071, 1.240, -3.822], [-2.654, 1.731, -2.192], [-1.013, 2.271, -2.804], [0.461, -2.607, -1.559], [-1.191, -3.045, -2.358], [-2.113, -3.389, 1.230], [-2.025, -1.961, 1.772], [-3.179, -1.129, 1.219], [-2.009, -1.952, 3.301], [-0.765, -1.463, 1.309], [-0.035, 0.024, 1.263], [-0.586, 1.248, -0.275], [-0.243, 0.744, 2.724], [-0.586, 1.951, 3.431], [-0.979, 3.063, 2.472], [-1.757, 1.642, 4.362], [0.625, 2.366, 4.266], [1.497, -0.643, 1.334], [2.827, -0.214, 1.016], [2.913, 0.120, -0.470], [3.222, 0.970, 1.896], [3.762, -1.393, 1.301], [-3.076, -3.830, 1.507], [-1.314, -4.010, 1.652], [-2.019, -3.389, 0.137], [-4.132, -1.589, 1.512], [-3.170, -0.104, 1.611], [-3.140, -1.100, 0.123], [-1.163, -2.541, 3.679], [-1.929, -0.929, 3.690], [-2.929, -2.393, 3.704], [-1.820, 2.761, 1.834], [-1.280, 3.951, 3.049], [-0.143, 3.347, 1.822], [-1.483, 0.873, 5.097], [-2.017, 2.549, 4.922], [-2.646, 1.326, 3.798], [0.884, 1.578, 4.986], [1.497, 2.587, 3.636], [0.376, 3.269, 4.838], [2.282, 0.980, -0.731], [3.956, 0.339, -0.737], [2.585, -0.743, -1.062], [3.097, 0.717, 2.958], [4.281, 1.223, 1.738], [2.619, 1.855, 1.659], [3.727, -1.690, 2.356], [3.505, -2.259, 0.678], [4.791, -1.092, 1.065]],
  "lowdin_spin": [2.080, 0.020, -0.039, -0.039, -0.004, 0.002, 0.003, -0.004, 0.003, 0.003, 0.410, 0.260, 0.765, 0.040, 0.014, 0.012, 0.059, 0.065, 0.009, 0.001, 0.001, 0.001, 0.011, 0.044, 0.232, 0.019, 0.002, 0.010, 0.000, 0.000, 0.001, 0.000, 0.000, 0.001, 0.000, 0.000, 0.000, 0.010, 0.000, 0.000, 0.002, 0.000, 0.000, 0.000, 0.002, 0.001, 0.005, 0.000, 0.000, 0.000, 0.000, 0.000, 0.000, 0.000, 0.000, 0.000, 0.000, 0.000, 0.001, 0.000, 0.000, 0.000],
  "lumo_energy_ev": [1.75, 1.70],
  "spin_multiplicity": 5,
  "e_homo_ev": [-3.0, -4.6],
  "relative_energy_kcal_mol": 9.5,
  "gap_ev": [4.78, 6.28],
  "charge": -1
}

Record 2
{
  "formula": "C16H38Cl4O6",
  "method": "wB97M-V/def2-TZVPD",
  "elements": ["C", "O", "C", "C", "O", "C", "H", "H", "H", "H", "H", "H", "H", "H", "H", "H", "C", "O", "C", "C", "O", "C", "H", "H", "H", "H", "H", "H", "H", "H", "H", "H", "C", "O", "C", "C", "O", "C", "H", "H", "H", "H", "H", "H", "H", "H", "H", "H", "Cl", "C", "C", "Cl", "H", "H", "H", "H", "Cl", "C", "C", "Cl", "H", "H", "H", "H"],
  "xyz": [[-1.921, -1.513, 22.393], [-2.228, -2.307, 21.271], [-1.873, -1.862, 19.938], [-2.503, -2.747, 18.825], [-1.990, -4.052, 18.893], [-2.809, -5.069, 18.336], [-2.259, -1.738, 23.404], [-2.241, -0.482, 22.247], [-0.832, -1.484, 22.360], [-0.788, -1.786, 19.871], [-2.097, -0.845, 19.617], [-2.349, -2.346, 17.823], [-3.584, -2.612, 18.876], [-3.077, -4.843, 17.303], [-3.638, -5.292, 19.008], [-2.400, -6.073, 18.229], [4.737, -2.096, 12.395], [3.951, -3.247, 12.585], [4.327, -4.359, 11.796], [5.581, -5.059, 12.102], [6.706, -4.222, 11.859], [8.018, -4.759, 12.187], [5.723, -2.161, 12.856], [4.258, -1.282, 12.939], [4.927, -1.960, 11.331], [4.442, -4.018, 10.767], [3.502, -5.071, 11.798], [5.555, -6.024, 11.596], [5.473, -5.350, 13.147], [8.506, -3.932, 12.702], [8.689, -5.015, 11.366], [8.080, -5.638, 12.829], [8.166, 0.750, 19.563], [7.695, -0.335, 18.804], [6.300, -0.576, 18.752], [6.092, -2.050, 18.341], [6.398, -2.258, 17.002], [5.246, -2.471, 16.178], [9.206, 1.063, 19.469], [7.931, 0.619, 20.619], [7.606, 1.652, 19.316], [5.772, 0.040, 18.024], [5.888, -0.444, 19.752], [5.082, -2.364, 18.604], [6.672, -2.668, 19.026], [4.608, -1.599, 16.318], [4.713, -3.403, 16.371], [5.417, -2.605, 15.110], [0.704, -3.734, 13.238], [1.634, -3.249, 14.711], [0.729, -2.635, 15.775], [1.353, -2.989, 17.379], [2.479, -2.584, 14.537], [1.918, -4.274, 14.952], [-0.330, -2.888, 15.726], [0.697, -1.546, 15.741], [-1.970, 3.253, 16.315], [-0.272, 2.649, 16.245], [-0.048, 1.799, 14.938], [-1.102, 0.322, 14.865], [-0.152, 2.170, 17.217], [0.344, 3.546, 16.306], [0.935, 1.331, 14.976], [-0.137, 2.370, 14.014]],
  "lowdin_spin": [0.064, 0.494, 0.046, 0.028, 0.205, 0.020, 0.001, 0.024, 0.035, 0.027, 0.015, 0.019, 0.002, 0.007, 0.011, 0.000, 0.000, 0.000, 0.000, 0.000, 0.000, 0.000, 0.000, 0.000, 0.000, 0.000, 0.000, 0.000, 0.000, 0.000, 0.000, 0.000, 0.000, 0.000, 0.000, 0.000, 0.000, 0.000, 0.000, 0.000, 0.000, 0.000, 0.000, 0.000, 0.000, 0.000, 0.000, 0.000, 0.000, 0.000, 0.000, 0.002, 0.000, 0.000, 0.000, 0.000, 0.000, 0.000, 0.000, 0.000, 0.000, 0.000, 0.000, 0.000],
  "lumo_energy_ev": [-2.67, -9.22],
  "spin_multiplicity": 2,
  "e_homo_ev": [-11.1, -11.1],
  "relative_energy_kcal_mol": 25.2,
  "gap_ev": [8.45, 1.90],
  "charge": 1
}

Record 3
{
  "formula": "C16H38IN6O5",
  "method": "wB97M-V/def2-TZVPD",
  "elements": ["C", "N", "I", "H", "H", "H", "C", "C", "O", "N", "C", "H", "H", "H", "H", "H", "H", "H", "C", "C", "O", "N", "C", "H", "H", "H", "H", "H", "H", "H", "C", "C", "O", "N", "C", "H", "H", "H", "H", "H", "H", "H", "C", "C", "O", "N", "C", "H", "H", "H", "H", "H", "H", "H", "C", "C", "O", "N", "C", "H", "H", "H", "H", "H", "H", "H"],
  "xyz": [[-1.613, 4.915, -5.855], [-2.711, 4.311, -5.113], [-4.518, 5.009, -5.803], [-1.890, 5.388, -6.806], [-0.876, 4.132, -6.106], [-1.059, 5.686, -5.285], [-0.611, 3.925, -0.229], [-0.765, 4.300, -1.699], [0.074, 5.019, -2.233], [-1.829, 3.801, -2.349], [-2.853, 2.942, -1.804], [0.299, 4.396, 0.135], [-1.457, 4.276, 0.365], [-0.531, 2.847, -0.092], [-1.965, 4.035, -3.344], [-2.895, 1.995, -2.348], [-3.835, 3.411, -1.890], [-2.665, 2.724, -0.755], [-0.787, 1.509, 4.346], [-0.028, 2.036, 3.155], [-0.125, 1.522, 2.051], [0.811, 3.088, 3.352], [1.068, 3.806, 4.579], [-1.412, 0.684, 4.021], [-0.091, 1.139, 5.098], [-1.425, 2.262, 4.810], [1.290, 3.383, 2.515], [0.800, 4.861, 4.483], [2.122, 3.748, 4.859], [0.481, 3.379, 5.385], [-0.277, -3.493, 5.798], [-0.342, -2.060, 5.311], [-0.644, -1.140, 6.062], [-0.089, -1.843, 4.003], [0.273, -2.781, 2.954], [-0.519, -3.495, 6.856], [-0.991, -4.118, 5.261], [0.719, -3.914, 5.654], [-0.202, -0.884, 3.714], [1.220, -2.482, 2.502], [-0.489, -2.781, 2.175], [0.387, -3.786, 3.351], [-1.352, 0.224, -0.721], [-0.816, -1.162, -0.450], [-1.431, -1.956, 0.253], [0.369, -1.500, -1.011], [1.201, -0.675, -1.853], [-2.296, 0.325, -0.194], [-0.671, 0.989, -0.351], [-1.515, 0.385, -1.788], [0.695, -2.437, -0.814], [1.341, -1.129, -2.838], [2.191, -0.531, -1.413], [0.746, 0.300, -1.993], [2.707, -6.190, -1.859], [2.315, -4.791, -2.283], [1.933, -3.962, -1.473], [2.397, -4.486, -3.601], [2.820, -5.333, -4.694], [2.578, -6.255, -0.784], [2.078, -6.938, -2.342], [3.747, -6.401, -2.111], [2.116, -3.541, -3.815], [3.689, -4.915, -5.204], [2.022, -5.456, -5.428], [3.088, -6.316, -4.318]],
  "nbo_charge": [-0.447, -0.983, 0.013, 0.158, 0.156, 0.147, -0.718, 0.666, -0.665, -0.628, -0.403, 0.217, 0.213, 0.227, 0.467, 0.190, 0.201, 0.190, -0.732, 0.681, -0.647, -0.617, -0.409, 0.242, 0.250, 0.229, 0.404, 0.196, 0.192, 0.212, -0.718, 0.676, -0.661, -0.606, -0.426, 0.236, 0.227, 0.221, 0.407, 0.197, 0.250, 0.193, -0.726, 0.689, -0.673, -0.622, -0.402, 0.241, 0.243, 0.228, 0.426, 0.178, 0.192, 0.222, -0.721, 0.688, -0.650, -0.609, -0.410, 0.246, 0.227, 0.224, 0.404, 0.198, 0.201, 0.208],
  "lumo_energy_ev": 1.83,
  "e_homo_ev": -2.3,
  "gap_ev": 4.17,
  "charge": -1
}

Per-record calculated total energy, eV: -83968.16534 -79567.72879 -44488.76167